No. 1
ORCA calculation (the ωB97M-V functional and the def2-TZVPD basis) on 2 unconnected molecules or ions with the total composition C8H10OS at a distorted geometry.

CARTESIAN COORDINATES (ANGSTROEM)
C  2.06  1.12  0.41
C  1.90  1.11  -0.98
C  0.91  0.89  1.22
C  0.65  0.92  -1.57
C  -0.35  0.86  0.64
C  -0.50  0.89  -0.77
C  -1.23  -2.48  -0.07
C  -0.16  -1.74  0.40
O  -1.64  0.77  -1.37
S  -1.83  0.80  1.67
H  3.01  1.51  0.73
H  2.78  1.33  -1.59
H  1.06  1.09  2.26
H  0.57  1.11  -2.63
H  -1.30  -2.62  -1.19
H  -1.94  -0.49  1.74
H  -1.96  -2.94  0.57
H  0.52  -1.31  -0.24
H  -0.17  -1.45  1.51
H  -2.37  0.63  -0.74

Summary:
Molar mass, g mol⁻¹: 154.2
Frontier orbital gap (spin up / spin down), eV: 5.5 / 6.4
Highest occupied orbital energy (spin up / spin down), eV: -4.9 / -9.0
E, a.u.: -784.051887
Spin multiplicity: 3
LUMO energy (spin up / spin down), eV: 0.7 / -2.6
<S²>: 2.030
ΔE to the lowest compared entry with this formula, charge and spin, kcal per mole: 20.3

Here are the natural (NBO) charges for atoms 1 to 4, given in e: atom 1 (C): -0.050, atom 2 (C): -0.279, atom 3 (C): -0.369, atom 4 (C): -0.298


No. 2
ORCA calculation (the ωB97M-V functional and the def2-TZVPD basis) on a molecular structure, C34H38BrCl5FeN8O2.

CARTESIAN COORDINATES (ANGSTROEM)
Fe  0.89  0.42  -0.19
O  -1.23  -4.74  -0.23
C  0.03  -4.76  -0.77
C  0.49  -5.98  -1.25
C  1.76  -6.06  -1.81
C  2.57  -4.93  -1.88
C  2.10  -3.72  -1.38
C  0.83  -3.62  -0.82
C  0.35  -2.33  -0.21
O  1.27  -1.31  -0.34
N  -0.93  -1.97  -0.82
N  -1.28  -0.61  -0.66
C  -2.51  -0.41  -0.95
C  -3.30  0.81  -0.93
Br  -2.47  2.48  -0.67
C  -4.63  0.80  -1.18
C  -5.64  -0.24  -0.94
C  -5.41  -1.47  -0.30
C  -6.45  -2.35  -0.08
C  -7.74  -2.03  -0.49
C  -7.99  -0.82  -1.11
C  -6.95  0.06  -1.34
H  -1.48  -3.83  -0.05
H  -0.15  -6.85  -1.19
H  2.12  -7.00  -2.18
H  3.56  -4.99  -2.31
H  2.72  -2.83  -1.41
H  0.17  -2.49  0.86
H  -1.05  -2.29  -1.77
H  -3.09  -1.28  -1.27
H  -5.05  1.74  -1.51
H  -4.43  -1.72  0.07
H  -6.26  -3.29  0.42
H  -8.55  -2.72  -0.29
H  -8.99  -0.57  -1.42
H  -7.14  1.01  -1.83
C  -1.33  -1.59  2.53
N  0.10  -1.22  2.62
C  0.76  -1.81  3.78
C  0.63  -0.74  4.86
N  0.40  0.47  4.07
C  0.44  1.74  4.79
C  0.22  0.18  2.75
N  0.13  0.92  1.69
C  0.00  2.37  1.81
C  1.05  3.04  0.96
N  0.99  2.41  -0.35
C  1.40  3.07  -1.42
N  1.07  2.71  -2.68
C  -0.05  1.90  -3.11
C  1.67  3.59  -3.68
C  2.33  4.68  -2.83
N  2.21  4.16  -1.48
C  2.95  4.83  -0.42
H  -1.89  -1.26  3.41
H  -1.40  -2.67  2.45
H  -1.76  -1.14  1.64
H  1.81  -1.99  3.54
H  0.29  -2.75  4.05
H  1.55  -0.63  5.44
H  -0.20  -0.90  5.56
H  0.47  1.50  5.85
H  -0.45  2.33  4.62
H  1.33  2.32  4.56
H  0.09  2.75  2.81
H  -0.99  2.65  1.44
H  2.03  2.91  1.42
H  0.83  4.11  0.91
H  -0.34  1.19  -2.34
H  0.24  1.34  -4.00
H  -0.91  2.52  -3.34
H  0.89  3.99  -4.33
H  2.38  3.04  -4.29
H  1.84  5.65  -2.92
H  3.38  4.80  -3.09
H  3.83  5.28  -0.88
H  3.30  4.12  0.33
H  2.37  5.62  0.06
Cl  3.22  0.75  2.54
C  3.76  0.61  0.89
C  2.86  0.52  -0.17
C  3.42  0.31  -1.42
Cl  2.36  0.07  -2.78
C  4.79  0.23  -1.65
Cl  5.41  -0.06  -3.23
C  5.67  0.38  -0.58
Cl  7.36  0.32  -0.83
C  5.15  0.56  0.70
Cl  6.23  0.71  2.03

Summary:
Molar mass, g mol⁻¹: 903.7
Frontier orbital gap (spin up / spin down), eV: 7.2 / 7.2
Highest occupied orbital energy (spin up / spin down), eV: -10.3 / -10.3
E, a.u.: -8045.336909
Spin multiplicity: 2
LUMO energy (spin up / spin down), eV: -3.1 / -3.1
Charge: +1
<S²>: 1.066

Here are the Mulliken charges for atoms 1 to 4, given in e: atom 1 (Fe): -1.187, atom 2 (O): -0.726, atom 3 (C): 0.533, atom 4 (C): -0.728